# C66H70ClF18N10O18S6

A 12-piece molecular cluster, C66H70ClF18N10O18S6 overall in a non-equilibrium geometry (wB97M-V/def2-TZVPD, the OMol25 dataset).

CARTESIAN COORDINATES (ANGSTROEM)
C 1.42121 -4.49671 0.04932
N 2.54568 -4.99457 0.90536
C 2.69400 -4.64425 2.20328
C 3.80017 -4.98499 2.98426
C 4.63144 -6.05701 2.49259
C 4.41278 -6.43645 1.21269
C 3.44464 -5.81560 0.40728
C 5.81352 -6.58569 3.29653
C 5.98605 -7.92913 3.50335
C 6.85708 -8.32011 4.49349
N 7.73828 -7.42197 5.01176
C 7.64093 -6.13372 4.76107
C 6.66396 -5.67891 3.91244
C 8.73125 -7.80982 6.10627
H 0.70680 -3.94785 0.68070
H 1.03985 -5.27635 -0.56393
H 1.83925 -3.71009 -0.59886
H 2.04783 -3.88795 2.49539
H 3.99073 -4.63077 3.96596
H 5.13636 -7.10072 0.75467
H 3.43306 -6.13445 -0.62368
H 5.35589 -8.59992 3.00755
H 7.06052 -9.29968 4.84818
H 8.33975 -5.42077 5.17997
H 6.58434 -4.67390 3.68323
H 9.77870 -7.49631 5.86752
H 8.70518 -8.87427 6.23656
H 8.31059 -7.34923 6.98386
C -3.07094 -3.47744 -2.82669
N -3.26837 -3.06444 -1.44616
C -3.06508 -1.76819 -1.12417
C -3.52542 -1.23370 0.03889
C -4.16345 -2.02312 1.00823
C -4.28141 -3.37728 0.67163
C -3.80227 -3.87320 -0.53114
C -4.87203 -1.52829 2.25121
C -5.72572 -0.40791 2.15697
C -6.28210 0.09740 3.24726
N -6.26214 -0.52008 4.47622
C -5.41035 -1.59733 4.56520
C -4.78813 -2.16409 3.49364
C -7.22162 0.01268 5.50150
H -2.48866 -2.71486 -3.30304
H -4.03759 -3.58414 -3.34385
H -2.49180 -4.40865 -2.92372
H -2.57455 -1.13523 -1.82607
H -3.38972 -0.16081 0.05064
H -4.65825 -4.17618 1.29130
H -4.03460 -4.91745 -0.78495
H -5.87511 0.05559 1.21039
H -6.82739 1.02231 3.29339
H -5.45514 -2.14198 5.53919
H -4.27108 -3.08847 3.68285
H -6.92721 -0.57193 6.38050
H -8.24708 -0.26589 5.18167
H -7.11455 1.12842 5.56220
C 0.87949 -0.85160 -5.34464
N 2.08590 -0.16378 -4.80191
C 2.49685 0.92572 -5.41553
C 3.60337 1.69046 -4.99642
C 4.37234 1.19289 -3.96189
C 3.99959 -0.00436 -3.40657
C 2.87048 -0.66007 -3.78397
C 5.46602 1.96162 -3.39105
C 5.59963 1.95535 -1.99458
C 6.57497 2.81118 -1.44403
N 7.32183 3.63643 -2.22501
C 7.21344 3.58574 -3.57114
C 6.26362 2.78314 -4.17700
C 8.17487 4.67261 -1.45940
H 1.20100 -1.42355 -6.23688
H 0.09386 -0.12648 -5.68192
H 0.51098 -1.62134 -4.64276
H 1.92653 1.28701 -6.26416
H 3.79267 2.65445 -5.52137
H 4.45248 -0.34579 -2.46125
H 2.50140 -1.52893 -3.18933
H 5.08692 1.31701 -1.33487
H 6.63930 2.88664 -0.42770
H 7.80624 4.29923 -4.14992
H 6.15846 2.89020 -5.24287
H 8.38866 4.26738 -0.50118
H 7.56229 5.56432 -1.30994
H 9.09037 4.79409 -2.03540
C -2.22462 3.54348 -1.55191
N -1.53327 2.75401 -0.60482
C -0.92487 1.63648 -0.97385
C 0.11168 1.17673 -0.21798
C 0.45664 1.76603 0.98141
C -0.41023 2.80116 1.41720
C -1.30655 3.32818 0.59559
C 1.59476 1.29883 1.85489
C 1.61196 -0.01485 2.42608
C 2.67595 -0.46915 3.16048
N 3.75226 0.33057 3.25811
C 3.78609 1.64175 2.85000
C 2.73423 2.11282 2.11158
C 4.84747 -0.14495 4.01872
H -2.55770 2.91778 -2.34046
H -1.55201 4.27039 -2.04633
H -3.02580 4.04294 -1.05026
H -1.28559 1.18158 -1.88110
H 0.55738 0.28938 -0.57071
H -0.21726 3.30347 2.34968
H -1.81567 4.24777 0.75234
H 0.69476 -0.50122 2.40574
H 2.66742 -1.48555 3.58739
H 4.76111 2.12030 3.07972
H 2.73141 3.12775 1.63875
H 4.47320 -0.09301 5.05125
H 5.72254 0.47746 3.82358
H 5.11854 -1.15413 3.82648
C -7.05747 6.69177 0.30579
N -7.24273 6.04382 -0.98382
C -7.52213 6.92974 -1.99845
C -7.64311 6.43131 -3.26524
C -7.49063 5.05599 -3.48698
C -7.00454 4.21338 -2.44949
C -6.87400 4.75467 -1.19628
C -7.48505 4.43833 -4.86905
C -7.46522 5.27944 -5.95758
C -7.33224 4.78861 -7.28614
N -7.19146 3.48314 -7.51311
C -7.20744 2.65631 -6.46819
C -7.24350 3.07602 -5.13521
C -6.93954 2.97309 -8.84090
H -6.56221 7.62183 0.14130
H -6.41193 6.01013 0.84171
H -8.03954 6.75924 0.75625
H -7.74769 7.99674 -1.71743
H -7.91777 7.12034 -4.07776
H -6.68496 3.18962 -2.61149
H -6.42619 4.27729 -0.34560
H -7.54742 6.35694 -6.01831
H -7.27680 5.53964 -8.09464
H -7.11950 1.55334 -6.68892
H -7.20718 2.33882 -4.35444
H -5.96597 2.56406 -8.72023
H -6.96751 3.73633 -9.59100
H -7.58984 2.18857 -9.12595
C -3.89623 3.17950 3.28169
F -4.68901 4.14677 3.81648
F -2.61701 3.60682 3.34517
F -4.01687 2.11064 4.05539
S -4.52894 2.90691 1.58395
O -3.75759 1.72759 1.20248
O -5.98801 2.68964 1.64743
O -4.23381 4.18875 0.94973
C 3.00772 5.15947 -2.59850
F 2.94369 4.98436 -3.94370
F 4.34341 5.11723 -2.29770
F 2.49456 6.33193 -2.18970
S 2.07587 3.65785 -1.83130
O 2.60808 2.55098 -2.63205
O 2.47008 3.53663 -0.40755
O 0.71155 4.04552 -2.12252
C -4.75507 -0.06716 -4.82064
F -3.78525 0.09719 -5.72419
F -5.96845 -0.11332 -5.44952
F -4.72541 -1.26153 -4.33022
S -4.59913 1.30338 -3.49319
O -4.42909 2.53755 -4.26785
O -5.90976 1.21800 -2.87074
O -3.45455 0.79954 -2.72682
C 5.20366 -2.41237 7.94316
F 6.01422 -2.35427 8.99666
F 4.29459 -3.33185 8.34733
F 4.55906 -1.25007 7.78712
S 5.96375 -2.86392 6.28048
O 6.44495 -1.58493 5.77872
O 6.88667 -3.88615 6.61621
O 4.85598 -3.38695 5.45753
C -0.95649 -3.18728 4.70830
F -0.07603 -4.20110 4.95645
F -2.14771 -3.61278 5.11094
F -0.61341 -2.21228 5.54614
S -1.11180 -2.83987 2.95358
O 0.25835 -2.59602 2.48829
O -1.68156 -4.04921 2.47351
O -2.00508 -1.71798 2.97050
C 5.91639 -3.07662 0.03511
F 6.49964 -3.56117 1.13179
F 6.78168 -2.44080 -0.76508
F 5.51098 -4.13405 -0.64598
S 4.50672 -1.91472 0.24374
O 3.60623 -2.52675 1.19590
O 5.18030 -0.65888 0.62108
O 3.99122 -1.86349 -1.13439
Cl -0.17502 -2.21936 -2.25079

Computed properties:
F_max, eV Å⁻¹: 3.85
Gap between HOMO and LUMO, eV: 5.54
Calculated total energy, eV: -247759.4900
Charge: +3